# 1
32
Properties=species:S:1:pos:R:3:forces:R:3:nbo_charge:R:1 method="wB97M-V/def2-TZVPD" total_charge=+1 homo_energy_ev=-13.91 smiles=CC(C)[C@@H]1[C@@H](C)CN[N+]1(C)C gap_ev=11.44
C -2.390972 0.583765 -1.089320 0.16 0.12 0.07 -0.59
C -1.273397 0.787511 -0.055467 -0.25 0.06 0.06 -0.28
C -1.841218 0.606266 1.351791 0.15 0.14 -0.16 -0.62
C -0.127873 -0.131042 -0.414271 1.96 0.93 0.41 0.14
C 0.109934 -1.442153 0.299542 0.17 -0.10 -0.03 -0.30
C -0.569953 -2.583546 -0.455861 -0.08 0.10 0.16 -0.59
C 1.642574 -1.645610 0.372636 -0.23 -0.23 0.26 -0.23
N 2.252951 -0.507630 -0.296285 0.70 -0.40 -0.30 -0.46
N 1.474880 0.650525 -0.142720 -2.55 -1.02 -0.37 -0.09
C 1.552786 1.300271 1.164995 0.15 0.14 0.63 -0.44
C 1.749732 1.582553 -1.229159 0.15 0.37 -0.64 -0.42
H -3.213422 1.256861 -0.864291 -0.10 0.02 -0.02 0.24
H -2.765841 -0.435341 -1.054341 -0.09 -0.12 -0.01 0.21
H -2.045012 0.790628 -2.099241 0.01 0.02 -0.11 0.22
H -0.935161 1.825521 -0.159285 0.08 -0.07 -0.06 0.22
H -1.075508 0.649195 2.120923 0.05 -0.03 0.15 0.21
H -2.374309 -0.337731 1.430489 -0.02 -0.14 0.08 0.22
H -2.554631 1.401338 1.553944 -0.06 0.03 0.02 0.24
H -0.049688 -0.260476 -1.491817 0.19 0.10 -0.04 0.22
H -0.293927 -1.403251 1.312520 0.05 0.08 -0.07 0.23
H -0.250183 -2.605481 -1.495085 0.05 -0.02 -0.11 0.22
H -1.649755 -2.471524 -0.424129 -0.14 -0.07 -0.06 0.22
H -0.316076 -3.534420 0.003991 -0.02 -0.10 0.03 0.24
H 1.962484 -1.758329 1.415519 -0.04 0.04 -0.08 0.20
H 1.950094 -2.540096 -0.171860 -0.03 0.04 0.09 0.23
H 3.219275 -0.359535 -0.014330 -0.13 0.22 -0.01 0.38
H 1.322489 0.589235 1.955923 -0.02 -0.04 -0.08 0.23
H 2.565067 1.681092 1.316661 -0.02 -0.03 -0.06 0.23
H 0.858190 2.134982 1.217835 -0.05 -0.02 -0.08 0.24
H 2.706974 2.075389 -1.060387 0.02 -0.01 0.04 0.23
H 1.795932 1.031040 -2.166173 -0.02 -0.03 0.11 0.25
H 0.971121 2.339671 -1.290650 -0.04 0.01 0.16 0.23



# 2
58
Properties=species:S:1:pos:R:3:forces:R:3:nbo_charge:R:1 method="wB97M-V/def2-TZVPD" total_charge=0 homo_energy_ev=-8.62 smiles="COc1ccc(S(=O)(=O)N2CCOCC2)cc1NC(=O)COC(=O)[C@H]1COc2ccccc2O1" gap_ev=9.14
C 2.204267 0.562973 3.650171 0.30 -0.09 0.14 -0.25
O 0.902738 0.783086 3.155288 -0.45 0.16 -0.36 -0.50
C 0.747349 1.481509 2.000021 -0.07 0.15 -0.12 0.30
C 1.768596 2.109999 1.300926 -0.09 -0.08 0.20 -0.30
C 1.496329 2.752436 0.101224 0.08 0.09 -0.09 -0.19
C 0.200933 2.807003 -0.364515 0.06 0.26 -0.63 -0.36
S -0.126931 3.457481 -1.999070 0.14 -0.11 -0.15 2.34
O -1.384721 4.137049 -2.018915 -0.21 -0.28 0.24 -0.93
O 1.043477 4.140632 -2.466829 0.17 -0.26 0.18 -0.94
N -0.295756 2.092874 -2.946815 0.04 0.91 0.33 -0.67
C 0.889848 1.288801 -3.123419 0.45 -0.33 -0.25 -0.26
C 0.656705 0.350613 -4.310809 0.22 0.24 0.15 -0.07
O -0.488686 -0.445760 -4.109263 -0.01 -0.23 0.04 -0.53
C -1.636499 0.354162 -3.930474 -0.13 0.25 0.21 -0.07
C -1.471252 1.282511 -2.724660 -0.50 -0.34 -0.12 -0.27
C -0.843111 2.228667 0.334440 -0.18 -0.04 0.16 -0.23
C -0.575130 1.539419 1.504897 0.16 0.13 -0.15 0.18
N -1.531942 0.802026 2.206170 0.50 0.09 0.38 -0.63
C -2.833399 0.622384 1.877790 -0.25 -0.54 0.49 0.65
O -3.465166 1.281117 1.087043 -0.16 0.17 -0.29 -0.58
C -3.439189 -0.623180 2.556567 0.01 0.42 0.08 -0.16
O -3.057799 -1.740745 1.743970 -0.33 -0.12 -0.25 -0.50
C -1.828455 -2.222141 1.902515 0.41 -0.38 0.16 0.79
O -1.078140 -1.925958 2.793468 -0.11 -0.14 0.03 -0.59
C -1.473310 -3.156474 0.744724 -0.14 0.46 -0.22 -0.03
C -1.316754 -2.274833 -0.510906 -0.30 -0.49 -0.11 -0.09
O -0.329193 -1.295990 -0.289576 0.29 0.14 0.27 -0.51
C 0.819806 -1.807900 0.271245 0.08 -0.14 -0.06 0.28
C 1.982840 -1.054288 0.200652 -0.20 -0.11 -0.03 -0.26
C 3.158441 -1.534313 0.746260 0.03 0.04 -0.06 -0.24
C 3.183287 -2.776646 1.359924 0.03 -0.03 0.04 -0.22
C 2.029269 -3.531251 1.440203 -0.25 0.05 -0.10 -0.23
C 0.841057 -3.053014 0.904412 0.18 0.13 -0.08 0.22
O -0.279834 -3.843169 1.003555 0.13 0.02 0.10 -0.47
H 2.820076 0.032506 2.918741 -0.05 0.05 0.03 0.19
H 2.686151 1.502540 3.936042 -0.03 -0.02 -0.02 0.18
H 2.075366 -0.061198 4.532478 0.07 0.04 -0.05 0.21
H 2.781328 2.081946 1.668714 0.09 -0.03 0.06 0.23
H 2.278168 3.220465 -0.474810 0.15 0.04 -0.01 0.25
H 1.722679 1.965326 -3.312178 0.10 -0.17 -0.05 0.24
H 1.091134 0.685781 -2.224403 0.02 0.03 -0.06 0.18
H 1.492534 -0.341034 -4.428118 0.00 0.13 0.00 0.20
H 0.539162 0.949936 -5.224899 0.05 -0.04 0.04 0.17
H -2.468916 -0.334801 -3.779140 -0.01 0.12 0.00 0.20
H -1.814549 0.958594 -4.831230 -0.04 -0.04 0.06 0.17
H -2.322652 1.954066 -2.622900 -0.12 -0.16 0.00 0.24
H -1.359169 0.672381 -1.815048 -0.05 0.03 -0.06 0.19
H -1.851049 2.318077 -0.032583 -0.10 -0.08 0.06 0.28
H -1.115360 0.199870 2.911371 -0.30 -0.01 -0.16 0.45
H -4.527117 -0.582776 2.513366 0.20 0.07 0.00 0.23
H -3.083226 -0.757731 3.581469 -0.07 -0.02 -0.12 0.21
H -2.258387 -3.903344 0.602577 0.06 0.14 0.00 0.23
H -1.034370 -2.913056 -1.358572 -0.05 0.06 0.10 0.20
H -2.243659 -1.746113 -0.737840 0.08 -0.09 0.02 0.22
H 1.943382 -0.093880 -0.288202 -0.03 0.09 -0.06 0.23
H 4.058678 -0.942452 0.676931 0.09 0.06 -0.01 0.22
H 4.101381 -3.156944 1.779939 0.09 -0.05 0.04 0.22
H 2.018740 -4.497244 1.918084 -0.01 -0.13 0.08 0.23



# 3
23
Properties=species:S:1:pos:R:3:forces:R:3:nbo_charge:R:1 method="wB97M-V/def2-TZVPD" total_charge=-1 homo_energy_ev=-4.40 gap_ev=6.59
Sr 0.563472 -0.121713 0.201487 -0.27 -0.13 0.21 1.79
C -0.034408 1.079137 -3.609592 -0.01 0.00 -0.07 -0.63
C 0.414845 2.045312 -2.525551 0.11 0.03 0.11 0.14
C 0.187889 3.489871 -2.915290 0.03 0.03 -0.01 -0.63
O -0.319865 1.755729 -1.301646 -0.35 -0.01 -0.02 -0.80
C 1.905700 1.752743 -2.174247 -0.15 0.01 0.04 0.77
O 2.782841 2.433073 -2.683446 -0.07 -0.01 -0.09 -0.67
O 2.034810 0.767536 -1.373293 0.46 -0.02 -0.06 -0.92
H -1.086780 1.239948 -3.860584 -0.01 -0.01 0.01 0.20
H 0.095457 0.048118 -3.280556 0.00 0.00 0.00 0.22
H 0.557218 1.231026 -4.512824 0.01 0.01 0.00 0.23
H -0.860809 3.661212 -3.175884 0.00 -0.01 0.02 0.19
H 0.809063 3.739603 -3.773092 0.01 -0.01 0.01 0.24
H 0.464612 4.150191 -2.094444 0.00 0.01 0.00 0.22
H -1.265629 1.851409 -1.477204 0.11 0.02 0.00 0.48
S -0.516958 -0.417442 2.881640 0.09 0.07 -0.21 -0.55
C -1.340475 -1.945535 2.655663 0.00 -0.01 -0.10 -0.28
C -1.686882 -2.581042 3.897809 -0.04 -0.05 0.10 0.28
N -1.949698 -3.053386 4.914844 0.01 -0.01 0.00 -0.36
C -1.694740 -2.584591 1.503140 0.02 0.03 -0.01 -0.28
S -1.451443 -2.105687 -0.166710 0.10 0.16 0.03 -0.56
C -2.382772 -3.841206 1.618706 -0.07 -0.08 0.04 0.28
N -2.940939 -4.847686 1.665950 0.01 -0.01 0.00 -0.36



# 4
19
Properties=species:S:1:pos:R:3:forces:R:3:nbo_charge:R:1 method="wB97M-V/def2-TZVPD" total_charge=+1 homo_energy_ev=-13.71 smiles=C[NH2+]CCCN gap_ev=10.73
C -0.382380 -0.781581 2.355762 -1.94 1.07 3.58 -0.47
N -0.190405 0.200697 1.227972 2.55 -2.25 2.24 -0.52
C 0.924861 -0.408610 0.328720 -3.55 0.80 -2.05 -0.20
C 1.140746 0.585106 -0.762794 -2.41 1.37 -2.70 -0.45
C 0.121020 0.421620 -2.106712 -2.21 -1.92 5.58 -0.18
N -1.375372 0.439370 -1.621956 2.10 1.07 -0.04 -0.91
H 0.093914 -1.723553 2.328622 0.38 -1.04 -1.39 0.24
H -1.473347 -0.912510 2.622386 1.16 0.10 -0.74 0.25
H 0.052719 -0.450361 3.366720 -0.46 0.50 -1.72 0.25
H 0.029105 1.082170 1.719239 -0.10 -0.12 -1.10 0.45
H -0.995018 0.232467 0.623611 -0.75 0.68 -0.60 0.47
H 1.784005 -0.737458 0.786320 1.70 -0.36 1.87 0.24
H 0.353373 -1.285521 -0.040742 0.71 0.21 0.05 0.21
H 2.021364 0.515276 -1.372965 1.19 -0.02 0.80 0.25
H 0.979270 1.636466 -0.337568 0.57 -1.30 -0.89 0.21
H 0.362969 -0.493657 -2.602632 0.01 -0.72 -0.16 0.20
H 0.446789 1.182540 -2.669400 0.26 3.07 -2.33 0.20
H -2.087653 0.932030 -2.145861 0.77 1.15 -0.40 0.39
H -1.805962 -0.434490 -1.698720 0.04 -2.27 -0.01 0.36



# 5
13
Properties=species:S:1:pos:R:3:forces:R:3:nbo_charge:R:1 method="wB97M-V/def2-TZVPD" total_charge=0 homo_energy_ev=-9.27 gap_ev=9.42
C 0.789646 -1.036718 -0.437910 0.04 0.08 0.09 -0.33
C 0.951332 0.286075 -0.030367 0.05 -0.06 -0.02 -0.45
C -1.314202 0.802706 0.193326 -0.06 0.03 -0.06 0.20
O -1.903313 0.424231 -0.838945 0.20 -0.15 0.21 -0.58
C 1.117597 0.655188 1.341079 0.01 0.25 0.87 0.25
N 1.221912 1.017218 2.438985 -0.10 -0.41 -0.98 -0.34
H 1.277980 -1.377944 -1.346926 -0.15 0.09 0.10 0.24
H 0.631472 -1.807220 0.314652 0.06 0.12 -0.11 0.23
H -0.520745 -1.223906 -1.132050 0.04 -0.16 -0.07 -0.04
H 1.383720 0.988006 -0.740203 -0.22 -0.02 0.11 0.25
H -1.054711 1.857885 0.320933 0.13 -0.11 -0.13 0.17
H -1.316294 0.173330 1.096048 -0.04 0.16 -0.09 0.14
H -1.264394 -0.758852 -1.178621 0.01 0.16 0.07 0.26



# 6
11
Properties=species:S:1:pos:R:3:forces:R:3:nbo_charge:R:1 method="wB97M-V/def2-TZVPD" total_charge=0 homo_energy_ev="-8.94 / -7.58" gap_ev="9.16 / 5.92"
C -0.504338 0.247423 0.550061 -0.83 -2.40 -1.19 -0.29
C -0.173116 -0.392493 -0.877342 1.84 1.59 2.52 -0.31
N -1.803481 0.819584 0.725183 -1.76 0.60 -1.25 -0.17
N -0.710471 -1.700718 -0.945706 1.33 -1.54 -2.19 -0.12
N -2.672284 0.705693 -0.171909 3.14 -0.13 1.77 -0.31
N -1.367776 -2.340244 -0.262537 -1.13 -0.66 1.60 -0.04
S -4.115044 1.242563 -0.261000 -1.90 0.39 -0.48 0.31
H -0.559735 -0.567476 1.299011 0.43 -0.13 -0.49 0.23
H 0.180625 0.907012 0.983024 1.28 1.28 0.05 0.22
H -0.668860 0.035485 -1.689614 -0.87 1.58 -1.07 0.24
H 0.933816 -0.333175 -1.170166 -1.54 -0.58 0.74 0.24



Molar mass per entry: 157.3, 492.5, 330.9, 89.2, 85.1, 116.1 g mol⁻¹
E_tot per entry: -12646.65872, -55445.84206, -40043.47762, -7330.87429, -7794.51422, -18929.58078 eV
ΔE to the lowest compared entry with this formula, charge and spin per entry: 27.90, 0.00, 0.00, 252.11, 494.99, 479.56 kJ/mol